1.
Below is C4H8FP in the gas phase, with properties calculated with wB97M-V/def2-TZVPD.

Last column: Löwdin charge in e.
Cartesian coordinates (Å):
C  0.475  1.258  1.323  -0.025
C  0.067  0.897  -0.173  -0.446
F  -0.642  1.859  -0.733  -0.015
C  -0.851  -0.387  -0.297  -0.502
C  -0.123  -1.702  -0.263  -0.384
P  -0.757  -1.156  -1.977  0.891
H  0.965  0.300  1.640  0.080
H  -0.309  1.546  2.059  0.085
H  1.175  2.064  1.266  0.053
H  0.957  0.938  -0.854  0.140
H  -1.901  -0.478  0.009  0.105
H  0.965  -1.766  0.006  0.082
H  -0.551  -2.607  0.204  0.056
H  0.530  -0.765  -2.212  -0.119


2.
Below is C4H8FP in the gas phase, with properties calculated with wB97M-V/def2-TZVPD.

Last column: Löwdin charge in e.
Cartesian coordinates (Å):
F  -2.246  -0.221  -0.845  -0.422
P  -2.115  -1.125  0.562  0.928
C  -0.331  -0.607  0.694  -0.496
C  -0.174  0.987  0.821  -0.171
C  0.310  0.982  -0.601  -0.207
C  0.531  -0.552  -0.603  -0.197
H  -1.670  -2.226  -0.276  -0.047
H  0.019  -1.218  1.492  0.063
H  0.500  1.475  1.434  0.081
H  -1.085  1.446  0.901  0.057
H  -0.476  1.274  -1.238  0.086
H  1.270  1.411  -0.686  0.090
H  0.106  -1.068  -1.561  0.114
H  1.615  -0.950  -0.600  0.122


Relative energies in kcal/mol: 1 10.4; 2 0.0


1.
Below is a gas-phase ion, C6H11N (charge -1), with properties calculated with wB97M-V/def2-TZVPD.

Last column: Löwdin charge in e.
Cartesian coordinates (Å):
C  -2.186  0.826  1.379  -0.228
N  -2.216  1.059  -0.055  -0.102
C  -1.766  -0.116  -0.868  -0.345
C  -0.600  -0.923  -0.448  -0.251
C  0.637  -0.275  -0.501  -0.262
C  1.928  -0.729  -0.203  -0.271
C  3.147  0.190  -0.268  -0.206
H  -2.404  -0.240  1.597  0.067
H  -2.959  1.405  1.904  0.044
H  -1.206  1.190  1.729  0.069
H  -2.716  -0.407  -0.343  0.090
H  -1.905  0.016  -1.948  0.077
H  -0.677  -2.023  -0.409  0.056
H  0.479  0.807  -0.608  0.091
H  1.981  -1.809  -0.043  0.049
H  3.485  0.159  -1.338  0.044
H  3.017  1.190  0.147  0.043
H  3.959  -0.319  0.277  0.036

Summary:
<S²> = 0.756
spin multiplicity = 2
charge = -1


2.
Below is a gas-phase ion, C6H11N (charge -1), with properties calculated with wB97M-V/def2-TZVPD.

Last column: Löwdin charge in e.
Cartesian coordinates (Å):
C  -2.885  1.955  1.202  -0.264
N  -2.270  1.210  0.123  -0.161
C  -1.127  0.455  0.443  -0.288
C  -0.125  0.156  -0.453  -0.229
C  0.931  -0.761  -0.206  -0.243
C  1.961  -1.072  -1.051  -0.272
C  3.061  -2.035  -0.719  -0.197
H  -3.839  2.369  0.873  0.048
H  -3.072  1.283  2.034  0.055
H  -2.247  2.772  1.595  0.038
H  -2.095  1.800  -0.676  0.089
H  -1.166  -0.057  1.393  0.070
H  -0.110  0.680  -1.405  0.077
H  0.938  -1.221  0.781  0.085
H  1.976  -0.617  -2.040  0.062
H  3.095  -2.893  -1.409  0.039
H  2.915  -2.447  0.282  0.050
H  4.057  -1.578  -0.767  0.041

Summary:
<S²> = 0.767
spin multiplicity = 2
charge = -1


Relative energies in kcal/mol: 1 47.7; 2 0.0


1.
Below is C3H3N3S in the gas phase, with properties calculated with wB97M-V/def2-TZVPD.

Last column: Löwdin charge in e.
Cartesian coordinates (Å):
S  -2.834  0.119  -0.205  0.662
C  -1.560  -0.856  0.252  -0.522
N  -0.266  -0.370  -0.126  -0.256
C  0.142  0.928  -0.057  -0.057
C  1.573  0.795  0.046  -0.026
N  1.777  -0.607  -0.234  -0.017
N  0.686  -1.288  -0.272  0.023
H  -1.691  -1.868  0.609  0.064
H  -0.281  1.849  -0.178  0.073
H  2.454  1.299  0.165  0.057


2.
Below is C3H3N3S in the gas phase, with properties calculated with wB97M-V/def2-TZVPD.

Last column: Löwdin charge in e.
Cartesian coordinates (Å):
C  1.184  -0.538  -0.032  -0.132
N  0.977  -0.126  -1.242  -0.016
N  -0.118  0.595  -1.528  -0.067
C  -1.303  0.511  -1.027  -0.482
S  -1.819  -0.386  0.343  0.885
N  -0.742  -0.101  1.475  -0.381
C  0.579  -0.141  1.355  -0.115
H  2.278  -1.108  -0.021  0.145
H  -2.222  1.174  -1.425  0.112
H  1.186  0.121  2.103  0.050


3.
Below is C3H3N3S in the gas phase, with properties calculated with wB97M-V/def2-TZVPD.

Last column: Löwdin charge in e.
Cartesian coordinates (Å):
S  -2.187  -0.216  -0.009  0.907
C  -0.570  -0.102  -0.141  -0.733
C  0.224  1.069  0.099  -0.111
N  1.570  1.014  -0.056  -0.008
N  2.196  -0.113  -0.096  -0.079
N  1.604  -1.309  0.056  0.051
C  0.193  -1.204  0.038  -0.176
H  -2.555  1.008  -0.226  -0.126
H  -0.235  2.120  0.327  0.144
H  -0.240  -2.268  0.008  0.130


Relative energies in kcal/mol: 1 0.0; 2 30.9; 3 2.6


1.
Below is C24H24N4O2S in the gas phase, with properties calculated with wB97M-V/def2-TZVPD.

Last column: Löwdin charge in e.
Cartesian coordinates (Å):
C  -1.792  -0.580  -3.001  -0.036
C  -2.527  -0.289  -1.730  -0.197
C  -3.370  0.814  -1.669  -0.050
C  -4.139  1.066  -0.551  -0.094
C  -4.084  0.201  0.527  -0.055
C  -3.239  -0.895  0.517  -0.216
C  -3.183  -1.817  1.696  -0.045
C  -2.435  -1.118  -0.609  -0.154
N  -1.592  -2.254  -0.600  0.156
C  -0.287  -2.323  -0.944  -0.463
O  0.365  -1.379  -1.351  0.030
C  0.312  -3.720  -0.814  -0.094
C  1.455  -3.765  0.211  -0.235
C  2.653  -2.929  -0.231  -0.440
S  3.163  -1.648  0.984  0.968
C  1.628  -0.850  1.205  -0.627
N  0.601  -1.341  1.842  0.042
N  -0.380  -0.439  1.797  0.098
C  0.054  0.612  1.142  -0.200
C  -0.718  1.783  0.833  -0.196
C  -0.576  2.720  -0.161  0.003
C  -1.651  3.619  0.000  -0.050
C  -2.360  3.167  1.072  -0.126
O  -1.806  2.061  1.579  0.064
N  1.347  0.405  0.744  0.057
C  2.213  1.269  0.044  -0.243
C  2.670  2.427  0.659  -0.009
C  3.534  3.262  -0.027  -0.073
C  3.940  2.940  -1.312  -0.083
C  3.479  1.783  -1.918  -0.066
C  2.612  0.942  -1.244  -0.014
H  -1.854  -1.640  -3.245  0.087
H  -0.737  -0.330  -2.898  0.069
H  -2.211  -0.002  -3.821  0.078
H  -3.433  1.471  -2.524  0.110
H  -4.793  1.926  -0.527  0.104
H  -4.699  0.384  1.396  0.112
H  -2.172  -1.834  2.100  0.057
H  -3.857  -1.470  2.474  0.080
H  -3.478  -2.832  1.423  0.080
H  -1.958  -3.028  -0.064  0.131
H  0.701  -4.003  -1.796  0.128
H  -0.456  -4.440  -0.528  0.112
H  1.760  -4.804  0.350  0.110
H  1.079  -3.396  1.168  0.080
H  3.553  -3.528  -0.360  0.070
H  2.440  -2.397  -1.156  0.058
H  0.184  2.750  -0.914  0.113
H  -1.863  4.480  -0.600  0.103
H  -3.242  3.539  1.555  0.126
H  2.349  2.664  1.662  0.126
H  3.893  4.164  0.446  0.105
H  4.617  3.593  -1.841  0.102
H  3.792  1.535  -2.921  0.106
H  2.220  0.049  -1.704  0.102


2.
Below is C24H24N4O2S in the gas phase, with properties calculated with wB97M-V/def2-TZVPD.

Last column: Löwdin charge in e.
Cartesian coordinates (Å):
C  -3.750  -3.685  -0.491  -0.101
C  -4.408  -2.779  0.542  -0.221
C  -3.379  -1.949  1.314  -0.162
N  -2.666  -1.043  0.453  0.003
C  -1.401  -1.235  -0.018  -0.600
S  -0.408  -2.582  0.450  1.015
C  1.103  -2.224  -0.501  -0.342
C  1.930  -1.111  0.145  -0.544
O  2.758  -1.345  0.994  0.088
N  1.621  0.109  -0.355  0.120
C  2.170  1.325  0.086  -0.168
C  1.298  2.381  0.329  -0.013
C  1.773  3.592  0.794  -0.087
C  3.129  3.754  1.029  -0.088
C  4.001  2.715  0.763  -0.025
C  3.547  1.495  0.270  -0.118
C  4.521  0.454  -0.097  -0.204
C  4.483  -0.128  -1.361  -0.041
C  5.413  -1.086  -1.719  -0.082
C  6.394  -1.473  -0.822  -0.094
C  6.443  -0.893  0.434  -0.079
C  5.517  0.069  0.792  -0.036
N  -1.063  -0.269  -0.834  0.002
N  -2.098  0.579  -0.910  0.087
C  -3.067  0.128  -0.151  -0.219
C  -4.327  0.808  -0.015  -0.098
C  -5.448  0.541  0.828  -0.018
C  -6.365  1.499  0.545  -0.105
O  -5.905  2.335  -0.403  0.064
C  -4.673  1.928  -0.745  -0.254
C  -3.928  2.692  -1.772  -0.004
H  -3.235  -3.098  -1.248  0.073
H  -3.025  -4.342  -0.016  0.065
H  -4.499  -4.295  -0.988  0.074
H  -5.114  -2.111  0.043  0.101
H  -4.962  -3.383  1.262  0.114
H  -3.858  -1.375  2.111  0.119
H  -2.636  -2.613  1.767  0.097
H  1.671  -3.154  -0.467  0.087
H  0.804  -1.984  -1.519  0.084
H  0.707  0.183  -0.817  0.091
H  0.241  2.239  0.150  0.103
H  1.087  4.405  0.979  0.101
H  3.507  4.693  1.405  0.100
H  5.063  2.851  0.910  0.115
H  3.724  0.179  -2.067  0.118
H  5.373  -1.531  -2.703  0.100
H  7.116  -2.227  -1.101  0.098
H  7.205  -1.195  1.138  0.101
H  5.545  0.507  1.779  0.119
H  -5.570  -0.241  1.548  0.095
H  -7.346  1.684  0.934  0.121
H  -3.317  2.013  -2.361  0.070
H  -4.626  3.234  -2.405  0.086
H  -3.257  3.406  -1.297  0.092


Relative energies in kcal/mol: 1 1.9; 2 0.0


1.
Below is C7H8OS2 in the gas phase, with properties calculated with wB97M-V/def2-TZVPD.

Last column: Löwdin charge in e.
Cartesian coordinates (Å):
C  1.562  1.442  -1.061  -0.055
C  2.040  1.699  0.249  -0.050
C  0.515  0.560  -1.203  -0.066
C  1.488  1.040  1.290  -0.080
C  -0.981  -1.215  -0.143  -0.201
C  -2.314  -0.989  0.589  -0.551
C  -0.036  -0.058  -0.080  -0.359
O  0.516  0.118  1.147  0.018
S  -3.219  0.395  -0.178  0.322
S  -1.935  1.865  0.203  0.151
H  2.002  1.947  -1.903  0.109
H  2.832  2.409  0.414  0.111
H  0.081  0.349  -2.167  0.128
H  1.788  1.160  2.321  0.133
H  -0.491  -2.066  0.338  0.132
H  -1.185  -1.461  -1.186  0.117
H  -2.953  -1.866  0.503  0.069
H  -2.135  -0.758  1.638  0.071


2.
Below is C7H8OS2 in the gas phase, with properties calculated with wB97M-V/def2-TZVPD.

Last column: Löwdin charge in e.
Cartesian coordinates (Å):
C  1.432  2.703  -2.289  -0.019
C  1.663  1.620  -1.183  -0.388
O  2.650  1.785  -0.443  0.020
C  0.379  0.938  -0.659  -0.057
C  0.328  -0.265  0.058  -0.569
C  -0.929  -0.656  0.591  -0.116
C  -0.752  -1.822  1.397  -0.664
C  -1.934  -2.453  2.040  -0.142
S  0.736  -2.720  1.504  0.636
S  1.653  -1.497  0.147  0.638
H  0.323  2.887  -2.379  0.088
H  1.902  3.595  -2.168  0.033
H  1.786  2.169  -3.166  0.077
H  -0.511  1.488  -0.801  0.078
H  -1.830  -0.060  0.584  0.125
H  -1.840  -3.455  2.463  0.068
H  -2.828  -2.405  1.369  0.098
H  -2.228  -1.852  2.935  0.094


Relative energies in kcal/mol: 1 0.0; 2 5.9